Computed, not measured: 2 unconnected molecules or ions with the total composition C2H8N5, with ωB97M-V/def2-TZVPD.

Positions of all 15 atoms, in Å:
C (1.360, 1.056, 0.588)
C (-2.915, -1.468, -0.225)
N (-1.176, -0.458, -1.486)
N (0.744, -0.044, 0.249)
N (-2.119, -1.082, -0.987)
N (1.356, 2.160, -0.209)
N (0.871, -1.016, 1.292)
H (1.619, 1.239, 1.608)
H (-0.178, -0.276, -0.458)
H (-3.840, -1.883, -0.013)
H (-0.795, -0.887, -2.278)
H (1.849, 3.034, -0.045)
H (0.635, 2.421, -0.881)
H (0.885, -1.987, 0.947)
H (1.703, -0.810, 1.899)

Calculated values
LUMO = -3.486 eV
HOMO level = -0.4756 hartree
Electronic energy = -354.3857 hartree
Kohn-Sham gap = 9.455 eV
Total charge = +1

Computed, not measured: 2 unconnected molecules or ions with the total composition C23H31BrClNO11PS, with ωB97M-V/def2-TZVPD.

Positions of all 70 atoms, in Å:
O (1.738, -2.647, 3.730)
C (2.859, -1.922, 3.597)
O (4.051, -2.300, 2.819)
C (3.698, -3.048, 1.598)
C (2.910, -2.111, 0.467)
C (3.687, -2.100, -0.978)
C (3.005, -1.046, -2.085)
C (1.550, -0.533, -1.488)
C (1.408, 0.851, -0.626)
C (-0.013, 1.420, 0.052)
P (0.147, 3.060, 0.979)
O (-0.833, 4.219, 0.524)
O (1.771, 3.725, 0.673)
O (0.146, 2.799, 2.737)
C (-1.311, 0.481, -0.191)
C (-2.738, 0.887, 0.454)
C (-3.159, 2.122, 1.410)
C (-3.899, 3.332, 0.521)
C (-5.492, 3.475, 1.012)
C (-5.622, 4.135, 2.532)
O (-4.699, 4.036, 3.492)
O (-6.849, 4.919, 2.892)
C (-4.002, -0.145, 0.070)
N (-3.855, -1.394, -0.771)
C (-5.066, -2.291, -1.069)
C (-5.155, -3.525, 0.010)
C (-6.587, -3.329, 0.824)
Br (-6.289, -3.948, 2.702)
C (-2.529, -1.832, -1.350)
C (-1.192, -0.912, -1.109)
C (0.221, -1.450, -1.776)
Cl (0.256, -3.033, -2.759)
H (2.897, -0.898, 4.206)
H (3.023, -3.983, 1.879)
H (4.684, -3.509, 1.120)
H (2.878, -1.021, 0.947)
H (1.806, -2.561, 0.411)
H (4.797, -1.722, -0.811)
H (3.745, -3.202, -1.405)
H (2.792, -1.675, -3.049)
H (3.739, -0.146, -2.255)
H (2.414, 1.479, -0.487)
H (1.817, 4.485, 1.353)
H (0.375, 1.829, 2.849)
H (-2.373, 2.518, 2.170)
H (-4.054, 1.721, 2.095)
H (-3.879, 3.070, -0.622)
H (-3.425, 4.401, 0.762)
H (-6.092, 4.215, 0.304)
H (-6.030, 2.428, 1.049)
H (-6.608, 5.395, 3.757)
H (-5.100, 0.080, 0.480)
H (-4.970, -2.688, -2.184)
H (-6.006, -1.580, -1.051)
H (-5.186, -4.522, -0.612)
H (-4.219, -3.488, 0.718)
H (-6.973, -2.213, 0.799)
H (-7.377, -4.025, 0.285)
H (-2.482, -2.833, -1.992)
C (7.119, 1.505, -2.071)
C (8.479, 0.965, -2.504)
O (8.251, -0.405, -2.827)
S (6.738, -0.566, -3.417)
O (6.815, -0.564, -4.861)
O (6.062, -1.598, -2.666)
O (6.169, 0.884, -2.935)
H (6.887, 1.210, -1.042)
H (7.060, 2.593, -2.159)
H (9.233, 1.055, -1.719)
H (8.834, 1.470, -3.409)

Calculated values
LUMO = -5.139 eV
HOMO level = -0.4299 hartree
Electronic energy = -5550.2939 hartree
Kohn-Sham gap = 6.560 eV
Total charge = +1

Question: Among the records above, which one has the highest Kohn-Sham gap?
Answer: C2H8N5

Question: Which formula does entry 2 have?
Answer: C23H31BrClNO11PS